Record 1
{
  "formula": "C15H33NO5P",
  "method": "ωB97M-V with the def2-TZVPD basis set",
  "homo_energy_ev": -3.09,
  "max_force_ha_per_bohr": 0.01701,
  "orbital_gap_ev": 5.705,
  "total_charge": -1,
  "energy_ha": -1363.5862,
  "symbols": ["C", "C", "C", "C", "O", "P", "C", "C", "C", "N", "H", "H", "H", "H", "H", "H", "H", "H", "H", "H", "H", "H", "H", "H", "H", "H", "H", "H", "H", "H", "H", "O", "C", "O", "C", "C", "C", "H", "H", "H", "H", "H", "H", "O", "C", "O", "C", "C", "C", "H", "H", "H", "H", "H", "H"],
  "coordinates": [[4.206206, 1.763476, 1.003706], [4.405099, 0.241655, 1.035240], [4.055534, -0.471478, -0.284896], [3.105581, -1.649162, -0.064133], [1.922607, -1.314305, 0.572358], [0.691921, -0.368167, -0.377813], [-0.267971, -0.128497, 1.265163], [-1.767531, -0.439537, 1.194527], [-2.605630, 0.406826, 0.239408], [-2.408284, 1.859755, 0.366083], [3.435080, 2.027869, 0.282571], [3.886658, 2.142329, 1.975069], [5.136370, 2.268487, 0.738688], [5.467429, 0.058996, 1.226700], [3.850762, -0.213208, 1.853778], [4.970364, -0.829573, -0.764487], [3.566194, 0.223169, -0.969297], [2.937777, -2.187094, -1.008478], [3.639708, -2.357144, 0.597762], [1.461269, 0.862898, -0.099516], [1.467803, -0.576464, -1.616125], [-0.050258, -1.560830, -0.665316], [-0.252128, 0.443548, -1.139497], [0.168503, -0.811646, 1.998115], [-0.104781, 0.881913, 1.655749], [-2.208936, -0.400865, 2.197677], [-1.869910, -1.481175, 0.868822], [-3.657300, 0.194312, 0.476372], [-2.469337, 0.087215, -0.792303], [-1.659488, 2.061757, 1.011972], [-2.135545, 2.239495, -0.529188], [-1.101028, 2.935614, -3.450838], [-2.053276, 3.611440, -3.225465], [-2.417337, 3.985898, -1.967497], [-3.656417, 4.703829, -1.997971], [-3.778685, 5.242628, -3.419756], [-3.059590, 4.162930, -4.224051], [-4.459647, 4.009539, -1.742474], [-3.618787, 5.488999, -1.246784], [-4.809789, 5.418665, -3.721439], [-3.236221, 6.185721, -3.504842], [-3.727969, 3.351403, -4.515426], [-2.547653, 4.544803, -5.102501], [-0.384934, -3.940889, -0.286281], [-0.242778, -4.340230, 0.822841], [-1.108974, -5.227652, 1.415856], [-0.743976, -5.420796, 2.787058], [0.729893, -5.036967, 2.877370], [0.836306, -3.947450, 1.810427], [-1.373454, -4.776264, 3.406814], [-0.935977, -6.459420, 3.052607], [1.025099, -4.716725, 3.875484], [1.350700, -5.891420, 2.599483], [0.596433, -2.955408, 2.193242], [1.800297, -3.902801, 1.315430]],
  "forces_ev_per_angstrom": [[-0.069, -0.196, 0.124], [0.463, 0.070, -0.309], [-0.276, 0.186, 0.089], [0.264, -0.369, 0.369], [-0.004, 0.048, -0.068], [-0.001, 0.847, -0.219], [-0.346, -0.157, 0.046], [0.327, -0.283, -0.175], [-0.501, 0.106, 0.342], [-0.312, -0.073, -0.114], [-0.063, 0.054, 0.013], [0.036, 0.064, 0.051], [-0.015, 0.105, -0.108], [-0.016, -0.101, 0.251], [-0.204, 0.051, -0.030], [-0.010, -0.070, -0.135], [0.055, 0.040, -0.037], [-0.062, 0.104, -0.146], [-0.006, -0.115, -0.036], [0.097, -0.102, 0.031], [0.097, -0.012, 0.109], [-0.102, -0.171, 0.128], [-0.052, -0.077, 0.048], [0.084, 0.066, 0.064], [0.163, 0.088, -0.110], [-0.043, 0.117, 0.040], [-0.089, -0.030, -0.018], [-0.037, -0.061, -0.056], [0.286, 0.031, -0.028], [0.151, -0.054, -0.060], [0.203, 0.077, 0.110], [0.129, 0.059, 0.029], [-0.166, -0.115, -0.102], [0.101, 0.113, -0.191], [-0.096, 0.024, 0.060], [0.037, -0.047, -0.087], [-0.068, 0.317, 0.188], [-0.009, 0.000, -0.007], [0.065, -0.061, 0.068], [-0.017, -0.053, 0.033], [-0.009, 0.012, 0.017], [0.032, -0.031, -0.038], [0.025, -0.152, -0.066], [-0.282, -0.552, -0.255], [0.271, 0.499, 0.166], [-0.001, -0.066, -0.013], [0.038, 0.008, 0.056], [0.039, 0.080, -0.078], [-0.071, -0.524, 0.239], [0.025, 0.021, 0.014], [-0.061, -0.010, -0.062], [-0.056, 0.028, 0.007], [-0.011, -0.023, 0.020], [0.088, 0.068, -0.113], [-0.025, 0.221, -0.050]]
}

---

Record 2
{
  "formula": "C9H13NO",
  "method": "ωB97M-V with the def2-TZVPD basis set",
  "homo_energy_ev": -8.47,
  "max_force_ha_per_bohr": 0.09620,
  "orbital_gap_ev": 9.251,
  "smiles": "CCc1ccc(O)c(CN)c1",
  "e_above_lowest_ev": 3.045,
  "energy_ha": -480.6454,
  "symbols": ["C", "C", "C", "C", "C", "C", "O", "C", "C", "N", "C", "H", "H", "H", "H", "H", "H", "H", "H", "H", "H", "H", "H", "H"],
  "coordinates": [[-3.044471, -0.773538, 0.896269], [-2.640462, -0.224324, -0.522931], [-1.273392, 0.391329, -0.504747], [-0.920236, 1.638774, -0.213033], [0.393268, 2.002176, 0.018774], [1.433263, 1.144879, -0.102662], [2.683076, 1.610911, 0.258997], [1.161109, -0.203705, -0.454675], [2.416287, -1.077857, -0.706120], [3.147362, -1.515833, 0.521506], [-0.166976, -0.553572, -0.495636], [-3.997887, -1.475302, 0.678688], [-3.337561, 0.247859, 1.453609], [-2.175779, -1.408557, 1.453160], [-2.707159, -1.001772, -1.315483], [-3.473980, 0.509902, -0.914892], [-1.633329, 2.484404, -0.034001], [0.613521, 3.046868, 0.358887], [2.668102, 2.483621, 0.614595], [3.089399, -0.565202, -1.390515], [2.281845, -2.066711, -1.228859], [2.647998, -2.442372, 1.116611], [3.250117, -0.621351, 1.240183], [-0.414125, -1.630626, -0.727720]],
  "forces_ev_per_angstrom": [[-0.893, 0.046, -0.063], [-1.688, 0.554, -0.934], [1.148, -3.648, 0.475], [-0.980, 3.490, 0.799], [0.179, 1.886, 0.459], [0.095, 0.360, 0.680], [0.517, -2.314, -1.008], [1.655, 0.241, 0.103], [-0.681, -2.022, 0.816], [-0.891, 0.231, 3.793], [-1.130, -0.913, -1.685], [2.071, 1.664, 1.101], [0.577, -2.806, -0.540], [-2.158, 1.739, -1.395], [0.385, 0.128, 0.675], [1.616, -1.014, 1.098], [0.232, -1.093, -0.454], [-0.289, -0.949, -0.413], [-0.463, 0.934, 0.226], [0.195, 0.416, 0.394], [-0.781, 1.083, 0.270], [1.523, 4.039, -2.417], [-0.534, -3.255, -2.270], [0.296, 1.204, 0.289]]
}